[1]
Here is an isolated molecule of C5H11BO3 at a distorted geometry from OMol25. Energies are from the ωB97M-V functional and the def2-TZVPD basis.

CARTESIAN COORDINATES (ANGSTROEM)
B: 2.112 -0.758 -0.153
C: 1.007 0.391 0.114
C: -0.304 0.107 -0.033
C: 1.534 1.809 0.410
C: -1.411 1.091 0.395
C: -1.025 -2.176 0.422
O: 1.674 -2.005 -0.542
O: 3.407 -0.364 -0.048
O: -0.809 -1.097 -0.467
H: 1.467 1.926 1.518
H: 0.843 2.535 -0.051
H: 2.543 1.979 0.047
H: -2.115 0.524 1.170
H: -1.063 1.838 1.043
H: -2.077 1.514 -0.465
H: -1.058 -1.617 1.477
H: -0.177 -2.855 0.442
H: -1.997 -2.580 0.125
H: 2.380 -2.392 -1.098
H: 3.982 -1.059 0.137

## Properties
Kohn-Sham gap: 9.039 eV
ΔE to the lowest compared entry with this formula, charge and spin: 121.9 kJ/mol
Max |F|: 3.6 eV/A
SMILES: CO/C(C)=C(/C)B(O)O
HOMO level: -8.69 eV



[2]
Here is a structure of composition C5H11BaFO3 at a distorted geometry from OMol25. Energies are from the ωB97M-V functional and the def2-TZVPD basis.

CARTESIAN COORDINATES (ANGSTROEM)
F: -1.138 5.230 1.218
C: -0.316 3.079 0.567
H: -1.377 3.128 0.291
H: -0.064 3.161 1.633
H: 0.360 3.513 -0.179
C: 1.735 -2.460 -1.303
O: 2.219 -1.200 -1.646
C: 0.277 -2.392 -0.848
O: 0.207 -1.322 0.100
C: -1.074 -0.777 0.399
C: -0.821 0.553 1.073
O: 0.080 1.350 0.292
Ba: 1.745 0.328 -0.690
H: 2.331 -2.914 -0.485
H: 1.779 -3.167 -2.153
H: -0.063 -3.328 -0.381
H: -0.380 -2.148 -1.699
H: -1.641 -1.451 1.057
H: -1.640 -0.639 -0.537
H: -0.412 0.415 2.088
H: -1.807 1.040 1.205

## Properties
Kohn-Sham gap: 6.844 eV
Max |F|: 10.8 eV/A
HOMO level: -7.42 eV



[3]
Here is a cluster of 2 separate species, C5H11BrN in total at a distorted geometry from OMol25. Energies are from the ωB97M-V functional and the def2-TZVPD basis.

CARTESIAN COORDINATES (ANGSTROEM)
C: -2.314 -1.335 0.000
C: -2.026 0.013 0.545
C: -2.312 0.280 1.791
C: 2.051 1.467 -1.026
C: 1.698 0.122 -0.514
N: 2.591 -0.741 -0.061
Br: -1.315 1.365 -0.649
H: -1.291 -1.707 -0.149
H: -2.780 -1.384 -0.954
H: -2.643 -0.384 2.489
H: -1.964 1.321 2.177
H: 0.645 -0.036 -0.615
H: 3.109 1.736 -0.789
H: 1.881 1.242 -2.113
H: 1.353 2.200 -0.883
H: 3.607 -0.615 -0.194
H: 2.340 -1.684 0.096
H: -2.628 -1.860 0.850

## Properties
Net charge: +1
Kohn-Sham gap (alpha / beta): 4.422 / 4.735 eV
ΔE to the lowest compared entry with this formula, charge and spin: 185.8 kJ/mol
Max |F|: 7.1 eV/A
Spin multiplicity: 3
HOMO level (alpha / beta): -8.58 / -13.92 eV
⟨S²⟩: 2.016